Formula: C5H10O
Source: OMol25
Level of theory: ωB97M-V/def2-TZVPD

Each line ends with the Mulliken charge.
Atoms and positions in Å:
H: 2.5856 -0.3770 -0.2508  0.36
H: -1.4176 0.6505 -1.3893  0.34
H: 1.5215 -0.2840 1.1502  0.28
C: 1.5519 -0.5258 0.0761  -0.79
C: -1.5569 -0.4913 0.4684  -1.61
H: -2.5207 -0.0721 0.7773  0.37
H: 0.9604 0.5863 -1.7256  0.35
C: -0.8457 0.4419 -0.4864  0.40
O: 1.2857 -1.8987 -0.1395  -0.53
H: -0.9758 -0.6663 1.3820  0.38
H: 0.1598 1.6463 1.0819  0.23
C: 0.6467 0.4131 -0.6982  0.06
C: 0.0011 1.5788 0.0064  -0.76
H: -0.0570 2.5410 -0.4937  0.28
H: 0.4212 -2.0827 0.2468  0.33
H: -1.7602 -1.4601 -0.0056  0.32

## Properties
F_max = 0.39 eV/Å
Gap between HOMO and LUMO = 11.24 eV
Relative energy (zero: lowest compared OMol25 entry of this formula, charge and spin) = 26.3 kcal/mol
Net charge = 0
LUMO energy = 0.0384 hartree